(1)
{"formula": "C19H62NO25P6", "method": "ωB97M-V with the def2-TZVPD basis set", "symbols": ["N", "H", "H", "H", "H", "C", "O", "P", "O", "O", "C", "O", "C", "H", "H", "H", "H", "H", "H", "H", "H", "H", "C", "O", "P", "O", "O", "C", "O", "C", "H", "H", "H", "H", "H", "H", "H", "H", "H", "C", "O", "P", "O", "O", "C", "O", "C", "H", "H", "H", "H", "H", "H", "H", "H", "H", "C", "O", "P", "O", "O", "C", "O", "C", "H", "H", "H", "H", "H", "H", "H", "H", "H", "C", "O", "P", "O", "O", "C", "O", "C", "H", "H", "H", "H", "H", "H", "H", "H", "H", "C", "O", "P", "O", "O", "C", "O", "C", "H", "H", "H", "H", "H", "H", "H", "H", "H", "C", "O", "H", "H", "H", "H"], "positions_angstrom": [[0.578298, 0.984558, -0.302876], [-0.033867, 1.682759, 0.142903], [0.727433, 1.141073, -1.309137], [0.129649, 0.084408, -0.132993], [1.468835, 1.055528, 0.237464], [-1.486461, 2.210077, 4.064862], [-1.740609, 3.472410, 3.404223], [-0.873926, 3.913571, 2.182433], [-0.930367, 3.093805, 0.976384], [-1.416606, 5.387050, 1.963078], [-0.530771, 6.338908, 1.392509], [0.596491, 4.065656, 2.738340], [0.897105, 4.677109, 3.997410], [-1.172354, 2.442535, 5.079874], [-0.780256, 1.587015, 3.521641], [-2.442199, 1.695098, 4.122501], [0.319590, 6.563956, 2.039455], [-1.089349, 7.236073, 1.151519], [-0.073835, 5.973585, 0.462618], [1.528312, 5.553071, 3.870058], [1.355195, 3.924228, 4.631112], [-0.031816, 5.022431, 4.459048], [-3.298777, -0.897545, 4.348294], [-2.180944, -1.690079, 3.970669], [-1.504124, -1.465034, 2.571686], [-1.245133, -0.082253, 2.196374], [-0.203091, -2.351744, 2.698978], [-0.333407, -3.752539, 2.942242], [-2.467935, -2.248272, 1.602950], [-2.092443, -2.518207, 0.241230], [-4.057801, -1.506267, 4.831442], [-3.732018, -0.354251, 3.505199], [-3.000816, -0.124431, 5.061621], [-1.357991, -4.092452, 3.072501], [0.209326, -4.013214, 3.854722], [0.171266, -4.320805, 2.160192], [-1.219840, -1.928486, -0.045172], [-2.889537, -2.172124, -0.412133], [-1.917904, -3.580277, 0.081274], [2.969631, 4.544505, 0.316320], [3.802307, 3.414218, -0.050304], [4.027513, 2.203843, 0.932172], [2.846720, 1.393085, 1.238738], [5.185472, 1.403227, 0.242749], [4.821502, 0.480584, -0.791402], [4.682029, 2.830188, 2.211651], [6.036363, 3.341413, 2.171453], [2.818754, 5.108104, -0.598295], [3.486818, 5.150201, 1.059287], [2.028478, 4.178387, 0.724163], [5.101429, -0.542851, -0.546541], [5.343343, 0.724381, -1.715640], [3.745355, 0.471304, -0.967965], [6.694120, 2.599294, 2.614825], [6.068757, 4.247185, 2.772174], [6.338101, 3.585868, 1.154830], [-0.675514, -5.873104, -3.442307], [-0.715535, -4.458484, -3.246632], [-2.077382, -3.671294, -3.369565], [-2.617717, -3.541951, -4.720637], [-1.723758, -2.301152, -2.689780], [-0.818139, -1.391852, -3.308583], [-3.006501, -4.412330, -2.339713], [-4.429912, -4.346321, -2.493349], [0.159402, -6.250361, -2.856928], [-0.437200, -6.114274, -4.481506], [-1.620984, -6.354048, -3.204881], [-1.369681, -0.491428, -3.579686], [-0.295491, -1.724215, -4.204780], [-0.106609, -1.121287, -2.529794], [-4.819714, -5.339907, -2.716137], [-4.705908, -3.741194, -3.356996], [-4.861009, -3.982295, -1.565573], [-4.197551, -0.387675, -3.509104], [-3.480332, 0.776587, -3.069441], [-3.274771, 1.037615, -1.523141], [-2.001244, 0.548207, -0.993475], [-4.567400, 0.423720, -0.869177], [-4.639150, 0.421774, 0.563031], [-3.496585, 2.589266, -1.366368], [-2.545943, 3.511077, -1.884159], [-4.434775, -1.049539, -2.680715], [-3.680547, -0.956399, -4.279898], [-5.134014, -0.044853, -3.950892], [-5.464255, 1.058600, 0.876055], [-3.727919, 0.774863, 1.055818], [-4.786828, -0.592921, 0.934028], [-2.450700, 4.386022, -1.239542], [-2.920167, 3.929820, -2.823012], [-1.544167, 3.091391, -1.970520], [4.749453, -3.577230, -1.433997], [3.665682, -2.640788, -1.441108], [2.615304, -2.647568, -0.269217], [1.564613, -1.638982, -0.383238], [3.507609, -2.542419, 1.013986], [2.845759, -2.238931, 2.259561], [2.088364, -4.144575, -0.229900], [0.886613, -4.467732, -0.947407], [5.684853, -3.029530, -1.540410], [4.673592, -4.188872, -2.333783], [4.759923, -4.213584, -0.555052], [2.823667, -1.153910, 2.371036], [3.404603, -2.670393, 3.083084], [1.816228, -2.597201, 2.261333], [1.137114, -4.854565, -1.936620], [0.265721, -3.581784, -1.064677], [0.359140, -5.249625, -0.407801], [1.943038, 2.664668, -3.224940], [0.922115, 1.676803, -3.037029], [2.772384, 2.273263, -3.813834], [1.568986, 3.566706, -3.713629], [2.277289, 2.960844, -2.230315], [0.261932, 1.753494, -3.731393]], "forces_ev_per_a": [[0.301, 0.177, 1.025], [-0.313, 0.193, -0.419], [-0.352, 0.016, 0.196], [0.239, 0.029, -0.151], [-0.219, -0.388, -0.307], [-0.385, 0.199, 0.149], [-0.236, 0.023, 0.061], [-0.301, 0.423, 0.251], [0.412, -0.335, -0.383], [-0.006, -0.030, 0.396], [0.680, 0.076, -0.741], [0.644, -0.085, -0.409], [-0.818, 0.084, 0.273], [0.226, -0.039, -0.005], [0.008, 0.113, 0.062], [0.098, 0.018, -0.143], [-0.292, 0.127, 0.285], [-0.108, 0.025, 0.209], [-0.319, -0.121, 0.006], [0.249, -0.181, -0.202], [0.189, 0.087, 0.027], [0.094, -0.062, 0.127], [-0.430, 0.826, 0.312], [-0.208, -0.111, 0.302], [0.119, -0.449, -0.221], [0.353, 0.319, -0.228], [-0.299, 0.055, -0.075], [0.585, -0.817, 0.568], [-0.314, -0.424, 0.019], [0.060, 0.685, -0.377], [0.086, -0.259, -0.174], [-0.033, -0.277, -0.124], [0.211, -0.271, 0.039], [-0.099, 0.197, -0.217], [-0.113, 0.306, 0.074], [-0.227, 0.203, -0.321], [0.092, -0.166, 0.073], [-0.126, -0.111, 0.122], [-0.030, -0.017, 0.237], [0.163, -0.580, 0.031], [-0.146, 0.398, -0.418], [0.306, 0.034, 0.454], [-0.405, 0.107, 0.140], [0.182, -0.143, -0.194], [-0.074, -0.568, -0.670], [0.269, -0.012, 0.155], [-0.138, 0.142, 0.139], [-0.049, 0.062, 0.021], [0.000, 0.022, -0.018], [-0.069, 0.120, -0.028], [0.098, 0.160, 0.468], [-0.017, 0.328, 0.091], [0.019, 0.088, -0.003], [0.053, -0.045, -0.140], [-0.127, -0.030, 0.040], [0.034, -0.113, -0.016], [0.369, -0.316, -0.831], [-0.128, -0.206, 0.182], [0.138, 0.108, -0.871], [-0.201, -0.063, -0.190], [-0.088, -0.411, 0.221], [0.314, 1.171, 0.256], [-0.012, 0.047, 0.304], [-0.398, -0.280, -0.398], [-0.305, -0.154, 0.226], [-0.135, 0.261, -0.032], [0.045, 0.021, 0.323], [-0.074, -0.057, 0.053], [-0.176, -0.619, 0.129], [0.187, -0.009, -0.174], [0.184, -0.092, 0.242], [0.072, 0.259, 0.191], [-0.011, 0.120, -0.017], [-0.800, -0.181, -0.430], [-0.042, -0.291, 0.051], [0.173, 0.194, -0.256], [0.220, -0.143, -0.009], [0.077, 0.033, 0.243], [0.000, -0.021, 0.832], [-0.029, 0.081, 0.129], [0.154, 1.000, -0.214], [0.089, -0.015, 0.029], [0.488, 0.258, 0.126], [-0.016, 0.015, 0.104], [-0.065, -0.052, -0.124], [0.122, 0.120, -0.399], [-0.185, -0.055, -0.305], [-0.214, -0.350, 0.452], [0.163, -0.477, -0.165], [-0.092, -0.229, -0.147], [0.395, -0.192, -0.756], [-0.036, 0.378, 0.095], [0.137, -0.489, 0.025], [-0.279, 0.311, -0.374], [0.283, -0.197, 0.185], [-0.256, 0.466, 0.108], [-0.246, 0.011, 0.372], [0.163, -0.017, -0.343], [-0.041, 0.111, 0.333], [-0.204, -0.101, 0.124], [-0.016, 0.071, 0.102], [-0.035, -0.032, 0.001], [0.167, -0.192, -0.149], [0.371, 0.005, -0.041], [0.210, 0.240, 0.257], [-0.006, -0.094, 0.070], [-0.006, 0.030, 0.187], [-0.183, 0.165, 0.109], [0.099, 0.211, -0.191], [0.031, -0.074, 0.092], [-0.129, -0.104, -0.036], [0.225, -0.102, -0.058], [0.017, -0.073, -0.007]], "total_charge": 1, "max_force_ha_per_bohr": 0.0241, "multiplicity": 1, "e_tot_ha": -4745.431719}

(2)
{"formula": "C4H10", "method": "ωB97M-V with the def2-TZVPD basis set", "symbols": ["C", "C", "C", "C", "H", "H", "H", "H", "H", "H", "H", "H", "H", "H"], "positions_angstrom": [[-1.420786, -0.665670, 0.225500], [-0.043797, -0.923923, 0.546445], [0.883969, -1.685298, -0.094821], [0.501389, 2.206923, -0.370205], [-2.103073, -0.405490, 1.014973], [-1.619988, -0.350516, -0.795378], [0.327564, -0.471827, 1.483372], [0.986014, 3.035677, 0.152296], [0.632838, -2.151377, -1.044058], [-1.286390, -2.574190, 0.515723], [1.932953, -1.628263, 0.167799], [0.699807, 2.377158, -1.434523], [1.052424, 1.315009, -0.077228], [-0.542924, 1.921787, -0.289895]], "forces_ev_per_a": [[1.137, -0.740, -0.170], [0.529, 0.561, 0.587], [-0.064, 0.892, -0.596], [1.084, -0.413, -0.875], [-0.118, 0.379, 0.059], [-0.430, -0.469, 0.055], [-0.164, -0.284, -0.003], [-0.929, 0.180, 0.317], [0.032, -0.156, 0.076], [-1.067, -0.297, -0.127], [0.054, -0.108, 0.171], [0.041, -0.103, 0.016], [0.017, -0.106, -0.156], [-0.122, 0.664, 0.646]], "total_charge": -1, "max_force_ha_per_bohr": 0.0283, "s2": 0.757, "multiplicity": 2, "e_tot_ha": -158.221095}